Here is an isolated molecule of C4H7F2N in a non-equilibrium geometry from the OMol25 dataset. Energies are from the ωB97M-V functional and the def2-TZVPD basis.

## Properties
Largest force on an atom   1.8 eV Å⁻¹
ΔE to the lowest compared entry with this formula, charge and spin   50.56 kcal per mole
Kohn-Sham gap (spin up / spin down)   8.19 / 6.36 eV

The geometry in ORCA input format:
```
! wB97M-V def2-TZVPD RIJCOSX def2/J DEFGRID3
* xyz 0 1
C -1.09310 0.10996 -1.07050
C 0.02844 0.22179 -0.11468
C -2.62387 -0.00294 -0.46095
C 0.54980 -0.99828 0.54606
N 0.35412 1.42307 0.37089
F -2.78779 1.03549 0.43576
F -2.67372 -1.12827 0.33275
H -1.15907 0.98394 -1.71625
H -1.01707 -0.79670 -1.66596
H 1.07829 -0.76476 1.46931
H 1.22819 -1.53274 -0.12018
H -0.28463 -1.66780 0.75968
H 0.83792 1.50754 1.25263
H -0.15597 2.22921 0.04564
*
```

The computed Mulliken charges, all in e, follow: -0.850 0.803 -0.117 -1.116 -0.399 -0.214 -0.213 0.389 0.332 0.396 0.266 0.282 0.208 0.231

***

Here is an isolated molecule of C4H7F2N3O2 in a non-equilibrium geometry from the OMol25 dataset. Energies are from the ωB97M-V functional and the def2-TZVPD basis.

## Properties
Largest force on an atom   5.2 eV Å⁻¹
Structure (SMILES)   C=CCN([N+](=O)[O-])C(N)(F)F
ΔE to the lowest compared entry with this formula, charge and spin   45.78 kcal per mole
Kohn-Sham gap   10.21 eV

The geometry in ORCA input format:
```
! wB97M-V def2-TZVPD RIJCOSX def2/J DEFGRID3
* xyz 0 1
C -2.59559 -0.58455 1.01377
C -1.33288 -1.04055 0.70853
C -0.67092 -0.81465 -0.63857
N 0.62505 -0.19660 -0.38387
N 1.70352 -1.03980 -0.30948
O 1.35048 -2.20452 -0.27987
O 2.88586 -0.65738 -0.28361
C 0.64198 1.24857 -0.20589
N 1.80650 1.86796 -0.13510
F -0.20526 1.75040 -1.22732
F 0.02132 1.43154 1.02067
H -2.96777 -0.49188 2.02778
H -3.28444 -0.17296 0.29914
H -0.70971 -1.44062 1.40881
H -1.23199 -0.09584 -1.28152
H -0.44680 -1.83320 -1.17500
H 1.90147 2.79509 0.15350
H 2.50918 1.47900 -0.71198
*
```

The computed Mulliken charges, all in e, follow: -0.818 -0.119 -0.721 -0.080 1.140 -0.629 -0.664 0.967 -0.434 -0.356 -0.299 0.246 0.267 0.413 0.432 0.289 0.202 0.164

***

Here is an isolated molecule of C4H7F2NO from the OMol25 dataset. Energies are from the ωB97M-V functional and the def2-TZVPD basis.

## Properties
Largest force on an atom   0.9 eV Å⁻¹
Structure (SMILES)   N[C@@H]1C[C@H](O)C1(F)F
ΔE to the lowest compared entry with this formula, charge and spin   16.05 kcal per mole
Kohn-Sham gap   10.86 eV

The geometry in ORCA input format:
```
! wB97M-V def2-TZVPD RIJCOSX def2/J DEFGRID3
* xyz 0 1
N 0.84995 1.27999 -0.63225
C -0.11736 0.84231 0.37518
C 0.41885 -0.41067 1.09411
C -0.20330 -1.29813 -0.01504
O 0.65696 -1.60985 -1.07986
C -1.12891 -0.08223 -0.30657
F -2.28324 -0.15930 0.41660
F -1.44550 0.18648 -1.59068
H 0.37933 1.91313 -1.29550
H 1.61709 1.74666 -0.17879
H -0.54067 1.64708 0.99502
H 1.48784 -0.48267 1.19025
H -0.07365 -0.59195 2.06745
H -0.70798 -2.19863 0.28550
H 1.09060 -0.78223 -1.32543
*
```

The computed Mulliken charges, all in e, follow: -0.592 -0.276 -0.741 -0.365 -0.545 0.811 -0.314 -0.339 0.222 0.207 0.419 0.348 0.278 0.474 0.414

***

Here is a structure of composition C4H7FN2 in a non-equilibrium geometry from the OMol25 dataset. Energies are from the ωB97M-V functional and the def2-TZVPD basis.

## Properties
Largest force on an atom   4.0 eV Å⁻¹
ΔE to the lowest compared entry with this formula, charge and spin   42.43 kcal per mole
Kohn-Sham gap   10.17 eV

The geometry in ORCA input format:
```
! wB97M-V def2-TZVPD RIJCOSX def2/J DEFGRID3
* xyz 0 1
C -0.29200 1.56124 -1.60772
C -0.37975 -0.61066 -1.23638
C -0.01643 1.35875 -0.09227
C 0.48537 -0.63597 1.14119
N -0.40288 0.45883 -2.21816
N -0.22179 0.01325 0.09973
F -0.88775 2.03278 0.79161
H -0.14733 2.57250 -2.07333
H -1.21226 -1.45884 -1.48059
H 0.48995 -1.26987 -1.45187
H 1.19876 1.85020 0.27907
H 0.27878 -0.10989 2.16445
H 0.20856 -1.60411 1.30886
H 1.59215 -0.71135 1.05513
*
```

The computed Mulliken charges, all in e, follow: -0.161 -0.487 0.245 -1.029 -0.453 0.076 -0.324 0.318 0.223 0.327 0.197 0.297 0.400 0.370

***

Among the records above, which one has the lowest largest force on an atom?
C4H7F2NO